Entry from the OMol25 dataset: a molecular structure, C29H20Cl2N7O6SSc (ωB97M-V with the def2-TZVPD basis set).

Values from the calculation:
Max |F|   0.7 eV Å⁻¹
LUMO   -0.348 eV
HOMO level   -7.62 eV
Charge   0
Kohn-Sham gap   7.27 eV
DFT total energy   -4031.51270 a.u.

Element x y z (Å)
Sc (-0.055, -0.115, -0.056)
Cl (2.421, -5.789, -3.212)
C (1.479, -4.364, -2.893)
C (1.431, -3.896, -1.583)
C (0.715, -2.749, -1.283)
N (0.579, -2.159, -0.007)
C (0.938, -2.775, 1.132)
O (1.548, -3.822, 1.298)
C (0.425, -2.035, 2.359)
C (0.726, -2.487, 3.630)
C (0.202, -1.807, 4.715)
C (-0.591, -0.689, 4.497)
C (-0.815, -0.287, 3.197)
N (-0.334, -0.954, 2.145)
C (0.015, -2.082, -2.310)
C (0.055, -2.565, -3.606)
C (0.796, -3.705, -3.897)
Cl (0.824, -4.269, -5.539)
N (-0.703, -0.939, -1.885)
C (-1.784, -0.457, -2.531)
O (-2.217, -0.716, -3.642)
C (-2.583, 0.506, -1.653)
C (-3.748, 1.079, -2.125)
C (-4.477, 1.894, -1.276)
C (-4.023, 2.113, 0.018)
C (-2.849, 1.505, 0.411)
N (-2.148, 0.715, -0.404)
H (1.955, -4.427, -0.804)
H (1.352, -3.363, 3.724)
H (0.415, -2.137, 5.724)
H (-1.014, -0.122, 5.315)
H (-1.370, 0.617, 2.989)
H (-0.487, -2.061, -4.390)
H (-4.045, 0.865, -3.141)
H (-5.395, 2.357, -1.615)
H (-4.564, 2.738, 0.714)
H (-2.436, 1.669, 1.398)
C (3.231, -0.922, -2.481)
C (3.209, -0.103, -1.238)
N (2.156, 0.294, -0.548)
C (2.635, 1.069, 0.488)
C (3.987, 1.135, 0.434)
N (4.327, 0.393, -0.665)
C (5.058, 1.812, 1.204)
O (4.682, 2.558, 2.222)
O (6.207, 1.663, 0.860)
C (1.684, 1.740, 1.408)
O (2.098, 2.470, 2.309)
O (0.451, 1.485, 1.152)
H (2.316, -0.756, -3.047)
H (3.296, -1.988, -2.259)
H (4.082, -0.641, -3.101)
H (5.283, 0.268, -0.966)
H (3.686, 2.546, 2.308)
S (0.325, 2.545, -1.951)
C (0.484, 3.913, -0.999)
N (1.460, 4.823, -1.290)
C (1.730, 5.955, -0.588)
C (1.002, 6.260, 0.511)
C (-0.030, 5.365, 0.877)
C (-0.288, 4.242, 0.152)
H (2.023, 4.590, -2.097)
H (2.547, 6.556, -0.960)
H (1.221, 7.152, 1.076)
H (-0.623, 5.575, 1.758)
H (-1.072, 3.553, 0.434)

Forces on atoms 1 to 2 (eV/Å):
Sc 0.114 -0.327 0.039
Cl -0.073 0.080 -0.040

Atom charges from the natural (NBO) analysis, given in e for atoms 1 to 6: 1.77, 0.01, -0.07, -0.28, 0.21, -0.78

=====

Entry from the OMol25 dataset: C4H11N3 in the gas phase in a non-equilibrium geometry (ωB97M-V with the def2-TZVPD basis set).

Values from the calculation:
Max |F|   2.1 eV Å⁻¹
LUMO   0.762 eV
HOMO level   -8.93 eV
Charge   0
Kohn-Sham gap   9.69 eV
SMILES   [H]/N=C/NCCCN
DFT total energy   -323.22980 a.u.
ΔE to the lowest compared entry with this formula, charge and spin   201.5 kJ/mol

Element x y z (Å)
H (-2.968, 2.563, -1.531)
N (-2.342, 1.759, -1.751)
C (-2.087, 1.340, -0.558)
N (-1.032, 0.621, -0.095)
C (-0.236, -0.430, -0.727)
C (1.226, -0.191, -0.460)
C (1.641, -0.366, 1.080)
N (1.436, -1.794, 1.515)
H (-2.762, 1.540, 0.301)
H (-0.826, 0.760, 0.877)
H (-0.666, -1.405, -0.455)
H (-0.398, -0.392, -1.833)
H (1.516, 0.843, -0.715)
H (1.813, -0.886, -1.090)
H (1.074, 0.285, 1.757)
H (2.728, -0.145, 1.108)
H (1.361, -2.290, 0.635)
H (0.520, -1.813, 1.941)

Forces on atoms 1 to 2 (eV/Å):
H -0.225 -1.098 -0.966
N 0.250 0.582 1.497

Atom charges from the natural (NBO) analysis, given in e for atoms 1 to 6: 0.34, -0.72, 0.29, -0.63, -0.24, -0.42

=====

Entry from the OMol25 dataset: a molecular structure, C4BO8Tl in a non-equilibrium geometry (ωB97M-V with the def2-TZVPD basis set).

Values from the calculation:
Max |F|   5.3 eV Å⁻¹
LUMO   -14.981 eV
HOMO level   -17.93 eV
Charge   +2
Kohn-Sham gap   2.95 eV
DFT total energy   -950.99205 a.u.
ΔE to the lowest compared entry with this formula, charge and spin   72.2 kJ/mol

Element x y z (Å)
Tl (24.713, -10.652, 26.892)
O (25.220, -10.647, 23.973)
C (25.182, -9.641, 23.360)
O (24.881, -8.437, 23.787)
B (25.091, -7.419, 22.704)
O (25.376, -8.213, 21.525)
C (25.508, -9.474, 21.807)
O (25.681, -10.402, 21.113)
O (26.096, -6.418, 23.151)
C (25.481, -5.273, 23.316)
O (25.864, -4.235, 23.662)
C (23.896, -5.445, 22.847)
O (23.788, -6.680, 22.520)
O (23.118, -4.568, 22.751)

Forces on atoms 1 to 2 (eV/Å):
Tl -0.004 -0.221 0.136
O -0.039 -0.191 0.033

Atom charges from the natural (NBO) analysis, given in e for atoms 1 to 6: 1.00, -0.44, 0.74, -0.60, 1.16, -0.56

=====

Copy entry 1 word for word.
Entry from the OMol25 dataset: a molecular structure, C29H20Cl2N7O6SSc (ωB97M-V with the def2-TZVPD basis set).

Values from the calculation:
Max |F|   0.7 eV Å⁻¹
LUMO   -0.348 eV
HOMO level   -7.62 eV
Charge   0
Kohn-Sham gap   7.27 eV
DFT total energy   -4031.51270 a.u.

Element x y z (Å)
Sc (-0.055, -0.115, -0.056)
Cl (2.421, -5.789, -3.212)
C (1.479, -4.364, -2.893)
C (1.431, -3.896, -1.583)
C (0.715, -2.749, -1.283)
N (0.579, -2.159, -0.007)
C (0.938, -2.775, 1.132)
O (1.548, -3.822, 1.298)
C (0.425, -2.035, 2.359)
C (0.726, -2.487, 3.630)
C (0.202, -1.807, 4.715)
C (-0.591, -0.689, 4.497)
C (-0.815, -0.287, 3.197)
N (-0.334, -0.954, 2.145)
C (0.015, -2.082, -2.310)
C (0.055, -2.565, -3.606)
C (0.796, -3.705, -3.897)
Cl (0.824, -4.269, -5.539)
N (-0.703, -0.939, -1.885)
C (-1.784, -0.457, -2.531)
O (-2.217, -0.716, -3.642)
C (-2.583, 0.506, -1.653)
C (-3.748, 1.079, -2.125)
C (-4.477, 1.894, -1.276)
C (-4.023, 2.113, 0.018)
C (-2.849, 1.505, 0.411)
N (-2.148, 0.715, -0.404)
H (1.955, -4.427, -0.804)
H (1.352, -3.363, 3.724)
H (0.415, -2.137, 5.724)
H (-1.014, -0.122, 5.315)
H (-1.370, 0.617, 2.989)
H (-0.487, -2.061, -4.390)
H (-4.045, 0.865, -3.141)
H (-5.395, 2.357, -1.615)
H (-4.564, 2.738, 0.714)
H (-2.436, 1.669, 1.398)
C (3.231, -0.922, -2.481)
C (3.209, -0.103, -1.238)
N (2.156, 0.294, -0.548)
C (2.635, 1.069, 0.488)
C (3.987, 1.135, 0.434)
N (4.327, 0.393, -0.665)
C (5.058, 1.812, 1.204)
O (4.682, 2.558, 2.222)
O (6.207, 1.663, 0.860)
C (1.684, 1.740, 1.408)
O (2.098, 2.470, 2.309)
O (0.451, 1.485, 1.152)
H (2.316, -0.756, -3.047)
H (3.296, -1.988, -2.259)
H (4.082, -0.641, -3.101)
H (5.283, 0.268, -0.966)
H (3.686, 2.546, 2.308)
S (0.325, 2.545, -1.951)
C (0.484, 3.913, -0.999)
N (1.460, 4.823, -1.290)
C (1.730, 5.955, -0.588)
C (1.002, 6.260, 0.511)
C (-0.030, 5.365, 0.877)
C (-0.288, 4.242, 0.152)
H (2.023, 4.590, -2.097)
H (2.547, 6.556, -0.960)
H (1.221, 7.152, 1.076)
H (-0.623, 5.575, 1.758)
H (-1.072, 3.553, 0.434)

Forces on atoms 1 to 2 (eV/Å):
Sc 0.114 -0.327 0.039
Cl -0.073 0.080 -0.040

Atom charges from the natural (NBO) analysis, given in e for atoms 1 to 6: 1.77, 0.01, -0.07, -0.28, 0.21, -0.78

=====

What did the third record say?
Entry from the OMol25 dataset: a molecular structure, C4BO8Tl in a non-equilibrium geometry (ωB97M-V with the def2-TZVPD basis set).

Values from the calculation:
Max |F|   5.3 eV Å⁻¹
LUMO   -14.981 eV
HOMO level   -17.93 eV
Charge   +2
Kohn-Sham gap   2.95 eV
DFT total energy   -950.99205 a.u.
ΔE to the lowest compared entry with this formula, charge and spin   72.2 kJ/mol

Element x y z (Å)
Tl (24.713, -10.652, 26.892)
O (25.220, -10.647, 23.973)
C (25.182, -9.641, 23.360)
O (24.881, -8.437, 23.787)
B (25.091, -7.419, 22.704)
O (25.376, -8.213, 21.525)
C (25.508, -9.474, 21.807)
O (25.681, -10.402, 21.113)
O (26.096, -6.418, 23.151)
C (25.481, -5.273, 23.316)
O (25.864, -4.235, 23.662)
C (23.896, -5.445, 22.847)
O (23.788, -6.680, 22.520)
O (23.118, -4.568, 22.751)

Forces on atoms 1 to 2 (eV/Å):
Tl -0.004 -0.221 0.136
O -0.039 -0.191 0.033

Atom charges from the natural (NBO) analysis, given in e for atoms 1 to 6: 1.00, -0.44, 0.74, -0.60, 1.16, -0.56